Entry 1:
This record from the Open Molecules 2025 dataset describes a molecular structure, C28H20N3NiO3S. The level of theory is the ωB97M-V functional and the def2-TZVPD basis.

Properties
F_max, eV/A: 0.32
ΔE to the lowest compared entry with this formula, charge and spin, kJ/mol: 0.0
Charge: +1
Multiplicity: 3

Geometry as XYZ:
```
56
Properties=species:S:1:pos:R:3:lowdin_charge:R:1
Ni 0.00 0.03 0.18 0.730
O 5.89 1.11 -3.00 -0.006
C 5.45 -0.03 -2.77 -0.683
O 5.89 -1.17 -2.95 -0.006
C 4.05 -0.02 -2.07 -0.041
C 3.43 1.20 -1.78 0.086
C 2.21 1.17 -1.14 -0.165
N 1.65 0.01 -0.81 0.034
C 2.21 -1.17 -1.10 -0.166
C 3.43 -1.22 -1.74 0.086
C 1.38 -2.32 -0.65 -0.165
C 1.75 -3.64 -0.83 0.029
C 0.91 -4.64 -0.37 -0.013
C -0.28 -4.30 0.25 -0.025
C -0.59 -2.96 0.40 -0.093
N 0.22 -2.00 -0.04 0.034
C 1.39 2.34 -0.73 -0.164
C 1.76 3.65 -0.97 0.029
C 0.91 4.67 -0.55 -0.012
C -0.28 4.36 0.08 -0.025
C -0.58 3.03 0.29 -0.091
N 0.22 2.04 -0.11 0.034
H 3.96 2.09 -2.08 0.127
H 3.96 -2.13 -2.00 0.127
H 2.69 -3.88 -1.32 0.127
H 1.18 -5.68 -0.51 0.125
H -0.96 -5.06 0.61 0.118
H -1.50 -2.64 0.89 0.120
H 2.69 3.87 -1.46 0.128
H 1.18 5.70 -0.73 0.125
H -0.96 5.12 0.42 0.118
H -1.50 2.72 0.79 0.118
O -1.21 0.05 1.84 -0.519
S 0.07 0.04 2.68 1.030
C 0.01 -1.38 3.73 -0.387
C -1.19 -1.74 4.33 -0.055
C -1.21 -2.88 5.12 -0.046
C -0.04 -3.61 5.31 -0.046
C 1.15 -3.24 4.70 -0.052
C 1.17 -2.11 3.89 -0.074
C -0.07 1.42 3.79 -0.380
C -1.31 2.00 4.01 -0.069
C -1.39 3.07 4.89 -0.050
C -0.24 3.54 5.52 -0.048
C 0.99 2.95 5.27 -0.051
C 1.09 1.88 4.40 -0.067
H -2.09 -1.16 4.17 0.121
H -2.12 -3.18 5.60 0.118
H -0.06 -4.50 5.94 0.117
H 2.05 -3.82 4.84 0.117
H 2.09 -1.81 3.39 0.116
H -2.18 1.62 3.51 0.113
H -2.34 3.54 5.08 0.117
H -0.31 4.38 6.20 0.117
H 1.88 3.33 5.76 0.118
H 2.05 1.42 4.20 0.119
```

***

Entry 2:
This record from the Open Molecules 2025 dataset describes a molecular structure, C28H21BrIrO5SeSi. The level of theory is the ωB97M-V functional and the def2-TZVPD basis.

Properties
F_max, eV/A: 3.03
ΔE to the lowest compared entry with this formula, charge and spin, kJ/mol: 86.0
Charge: 0
Multiplicity: 2

Geometry as XYZ:
```
58
Properties=species:S:1:pos:R:3:lowdin_charge:R:1
Ir -1.34 -2.36 -0.05 1.393
Br 1.44 -2.56 -0.15 0.971
C 1.59 -2.45 1.75 -0.554
C 2.83 -2.36 2.30 -0.103
C 2.95 -2.26 3.70 -0.056
C 1.83 -2.24 4.48 -0.017
C 0.54 -2.33 3.91 -0.154
C -0.63 -2.30 4.71 -0.009
C -1.86 -2.44 4.15 -0.048
C -1.99 -2.63 2.76 -0.069
C -0.90 -2.58 1.94 -0.231
C 0.40 -2.45 2.50 -0.228
H 3.71 -2.37 1.67 0.110
H 3.93 -2.20 4.14 0.112
H 1.91 -2.16 5.56 0.119
H -0.52 -2.17 5.78 0.120
H -2.75 -2.42 4.77 0.115
H -2.98 -2.80 2.35 0.110
O -0.82 -0.42 -0.28 -0.462
Si -0.17 0.87 -0.97 0.470
C 0.85 0.40 -2.49 -0.249
C 2.24 0.49 -2.48 -0.105
C 2.98 0.03 -3.56 -0.088
C 2.34 -0.51 -4.66 -0.090
C 0.95 -0.60 -4.69 -0.080
C 0.21 -0.15 -3.60 -0.092
C -1.51 2.07 -1.58 -0.225
C -1.31 2.91 -2.67 -0.098
C -2.33 3.77 -3.07 -0.087
C -3.53 3.80 -2.39 -0.093
C -3.73 2.95 -1.30 -0.085
C -2.72 2.09 -0.90 -0.087
C 0.87 1.85 0.26 -0.220
C 1.48 3.05 -0.09 -0.091
C 2.27 3.73 0.82 -0.083
C 2.45 3.23 2.10 -0.092
C 1.85 2.04 2.47 -0.087
C 1.05 1.36 1.55 -0.088
H 2.75 0.90 -1.61 0.097
H 4.07 0.11 -3.54 0.101
H 2.92 -0.87 -5.50 0.101
H 0.45 -1.02 -5.55 0.104
H -0.87 -0.22 -3.62 0.112
H -0.38 2.89 -3.23 0.101
H -2.17 4.41 -3.93 0.100
H -4.32 4.47 -2.70 0.100
H -4.68 2.96 -0.77 0.101
H -2.88 1.42 -0.06 0.099
H 1.34 3.46 -1.09 0.106
H 2.75 4.66 0.52 0.102
H 3.06 3.77 2.81 0.100
H 1.98 1.64 3.46 0.099
H 0.57 0.43 1.84 0.085
O -1.65 -3.79 -1.50 -0.530
Se -3.33 -3.85 -1.20 0.792
O -4.21 -3.96 -2.51 -0.387
O -3.40 -2.32 -0.47 -0.504
O -3.59 -4.95 -0.06 -0.430
```

***

Entry 3:
This record from the Open Molecules 2025 dataset describes a molecular structure, C28H21N8Ta. The level of theory is the ωB97M-V functional and the def2-TZVPD basis.

Properties
F_max, eV/A: 2.67
Electronic energy, eV: -42809.660
Charge: +4

Geometry as XYZ:
```
58
Properties=species:S:1:pos:R:3:lowdin_charge:R:1
Ta 12.21 11.62 6.77 2.013
C 10.60 8.89 9.43 0.011
C 9.44 8.47 8.72 0.071
C 8.90 9.28 7.75 0.058
C 9.58 10.41 7.33 -0.271
N 10.76 10.83 7.99 -0.072
C 11.18 10.06 9.06 -0.110
N 9.02 11.13 6.32 0.220
C 9.53 12.05 5.64 -0.243
N 10.89 12.51 5.81 -0.061
C 10.98 14.00 5.57 -0.191
N 11.70 14.82 6.20 0.223
C 12.57 14.58 7.24 -0.279
C 13.32 15.64 7.69 0.059
C 14.26 15.46 8.69 0.072
C 14.42 14.18 9.30 0.024
C 13.56 13.19 8.91 -0.101
N 12.70 13.35 7.85 -0.073
C 9.84 14.20 4.73 -0.085
C 9.38 15.39 4.26 0.060
C 8.04 15.50 3.87 0.045
C 7.20 14.40 3.93 0.038
C 7.67 13.17 4.39 0.048
C 8.95 13.03 4.80 -0.082
H 11.00 8.31 10.27 0.154
H 8.99 7.51 8.98 0.156
H 8.01 9.04 7.19 0.151
H 12.07 10.39 9.61 0.119
H 13.12 16.63 7.29 0.153
H 14.85 16.30 9.08 0.158
H 15.12 14.03 10.09 0.136
H 13.61 12.25 9.43 0.111
H 10.04 16.25 4.29 0.144
H 7.64 16.47 3.59 0.145
H 6.16 14.48 3.64 0.143
H 6.99 12.32 4.49 0.154
N 14.23 10.18 7.29 0.046
C 14.97 11.15 6.55 -0.310
C 16.35 11.29 6.55 0.064
C 16.91 12.31 5.78 0.064
C 16.08 13.13 4.99 0.033
C 14.73 12.96 5.07 -0.043
N 14.15 11.97 5.84 -0.052
C 13.55 9.16 6.52 -0.287
C 13.94 7.81 6.44 0.083
C 13.13 7.01 5.64 0.044
C 12.02 7.51 4.94 0.036
C 11.70 8.85 5.12 -0.034
N 12.47 9.68 5.90 -0.066
H 14.79 9.77 8.05 0.180
H 16.97 10.62 7.13 0.146
H 17.97 12.33 5.79 0.143
H 16.50 13.88 4.35 0.140
H 14.10 13.62 4.49 0.138
H 14.76 7.41 7.00 0.138
H 13.38 5.94 5.56 0.158
H 11.39 6.86 4.34 0.149
H 10.81 9.26 4.66 0.129
```

***

Entry 4:
This record from the Open Molecules 2025 dataset describes 4 unconnected molecules or ions with the total composition C28H22BClF29NO7. The level of theory is the ωB97M-V functional and the def2-TZVPD basis.

Properties
F_max, eV/A: 2.69
SMILES string: C[C@@H](Cl)Cc1ccc2c(c1C(F)(F)C(F)(F)F)C(=O)N(B(O)O)C2=O.FC(F)C(F)(F)COC(F)(F)C(F)F.FC(F)C(F)(F)COC(F)(F)C(F)F.FC(F)C(F)(F)COC(F)(F)C(F)F
Electronic energy, eV: -137225.731
Charge: 0

Geometry as XYZ:
```
89
Properties=species:S:1:pos:R:3:lowdin_charge:R:1
C 4.85 0.30 0.39 -0.106
C 3.59 0.06 1.22 -0.709
Cl 4.01 0.14 2.96 0.689
C 2.46 1.03 0.86 -0.148
C 1.06 0.49 1.07 -0.117
C 0.87 -0.64 1.78 -0.027
C -0.34 -1.17 2.00 0.030
C -1.42 -0.56 1.47 -0.071
C -1.26 0.59 0.77 -0.021
C -0.04 1.13 0.53 -0.010
C 0.02 2.40 -0.30 -0.357
F 1.24 2.70 -0.77 0.127
F -0.75 2.20 -1.39 0.127
C -0.53 3.70 0.43 -0.547
F 0.51 4.48 0.75 0.160
F -1.30 4.39 -0.39 0.187
F -1.20 3.42 1.54 0.187
C -2.66 1.05 0.36 -0.266
O -3.06 2.12 -0.05 0.148
N -3.50 -0.07 0.59 0.199
B -4.24 -0.65 -0.55 -0.708
O -4.10 -1.99 -0.80 0.198
O -5.03 0.12 -1.32 0.227
C -2.89 -0.94 1.52 -0.303
O -3.42 -1.81 2.18 0.159
H 4.62 0.62 -0.62 0.076
H 5.50 1.00 0.90 0.062
H 5.36 -0.66 0.29 0.079
H 3.30 -0.97 1.03 0.083
H 2.62 1.93 1.46 0.130
H 2.63 1.27 -0.17 0.105
H 1.70 -1.16 2.21 0.100
H -0.45 -2.08 2.57 0.143
H -3.18 -2.18 -1.01 0.078
H -5.28 0.92 -0.81 0.073
F -9.91 0.90 -1.70 0.102
C -10.87 1.44 -2.47 -0.310
F -11.08 0.60 -3.51 0.098
C -10.46 2.81 -3.02 -0.441
F -9.41 2.69 -3.86 0.135
F -11.52 3.23 -3.78 0.102
C -10.19 3.95 -2.02 -0.034
O -8.84 4.26 -1.68 0.047
C -8.15 3.62 -0.67 -0.536
F -8.97 2.85 0.08 0.156
F -7.68 4.59 0.15 0.148
C -6.94 2.85 -1.20 -0.257
F -7.31 1.92 -2.09 0.120
F -6.33 2.22 -0.15 0.078
H -11.79 1.52 -1.89 0.172
H -10.54 4.85 -2.52 0.147
H -10.81 3.86 -1.13 0.145
H -6.23 3.53 -1.67 0.184
F 1.84 -2.60 -2.94 0.107
C 0.89 -2.48 -1.99 -0.306
F 1.45 -2.89 -0.82 0.092
C -0.34 -3.34 -2.28 -0.428
F -0.02 -4.65 -2.25 0.146
F -1.19 -3.12 -1.23 0.092
C -1.15 -3.04 -3.56 -0.034
O -0.96 -3.86 -4.71 0.048
C 0.03 -3.60 -5.64 -0.536
F 0.60 -2.40 -5.45 0.153
F -0.59 -3.54 -6.84 0.148
C 1.05 -4.73 -5.73 -0.288
F 1.66 -4.92 -4.54 0.103
F 2.00 -4.41 -6.63 0.102
H 0.61 -1.43 -1.89 0.170
H -2.19 -3.25 -3.28 0.148
H -1.13 -1.98 -3.81 0.148
H 0.57 -5.66 -6.03 0.176
F 7.68 -0.88 6.04 0.103
C 7.18 0.16 5.35 -0.308
F 5.87 -0.09 5.15 0.038
C 7.87 0.34 3.99 -0.443
F 7.62 -0.72 3.19 0.126
F 7.26 1.42 3.42 0.087
C 9.38 0.66 3.97 -0.036
O 10.30 -0.40 3.71 0.043
C 10.80 -1.22 4.70 -0.537
F 10.49 -0.77 5.93 0.152
F 12.15 -1.17 4.60 0.144
C 10.39 -2.68 4.50 -0.289
F 9.05 -2.82 4.49 0.104
F 10.88 -3.43 5.52 0.101
H 7.28 1.06 5.96 0.174
H 9.51 1.32 3.12 0.147
H 9.68 1.24 4.84 0.145
H 10.79 -3.06 3.55 0.175
```

***

Entry 5:
This record from the Open Molecules 2025 dataset describes a molecular structure, C28H22Br4F6N2O4ReSb. The level of theory is the ωB97M-V functional and the def2-TZVPD basis.

Properties
F_max, eV/A: 2.04
ΔE to the lowest compared entry with this formula, charge and spin, kJ/mol: 107.6
Charge: 0

Geometry as XYZ:
```
68
Properties=species:S:1:pos:R:3:lowdin_charge:R:1
Re 0.21 -0.21 -0.03 1.859
C 0.83 -2.95 -1.32 -0.138
N 0.86 -1.49 -1.46 -0.162
C 1.28 -0.94 -2.60 -0.035
C 1.18 0.43 -2.73 -0.288
C 1.53 1.41 -3.68 -0.015
C 1.18 2.62 -3.13 -0.046
C 0.62 2.35 -1.85 -0.079
N 0.61 1.05 -1.62 -0.100
C 1.72 -3.45 -0.21 -0.233
C 1.28 -4.46 0.63 -0.050
C 2.10 -4.93 1.65 -0.085
C 3.36 -4.39 1.83 -0.071
C 3.81 -3.37 0.99 -0.063
C 2.99 -2.91 -0.03 -0.037
H 1.11 -3.39 -2.28 0.129
H -0.21 -3.25 -1.12 0.124
H 1.67 -1.57 -3.39 0.145
H 1.98 1.24 -4.65 0.111
H 1.30 3.59 -3.57 0.103
H 0.25 3.04 -1.11 0.121
H 0.29 -4.87 0.50 0.119
H 1.74 -5.71 2.31 0.105
H 3.99 -4.74 2.64 0.107
H 4.78 -2.93 1.15 0.101
H 3.34 -2.10 -0.66 0.110
Br -5.74 -3.05 2.01 0.758
C -3.93 -2.58 1.85 -0.731
C -3.01 -2.97 2.85 -0.732
Br -3.60 -3.96 4.34 0.757
C -1.67 -2.63 2.75 -0.639
Br -0.36 -3.10 4.00 0.851
C -1.27 -1.86 1.66 -0.372
O -0.01 -1.48 1.42 -0.184
C -2.17 -1.47 0.67 -0.362
O -1.63 -0.81 -0.36 -0.202
C -3.51 -1.84 0.75 -0.649
Br -4.64 -1.29 -0.64 0.821
F -0.45 1.30 0.83 -0.376
Sb 0.29 2.25 3.12 1.527
F 0.90 1.67 4.82 -0.349
F -0.63 0.59 3.22 -0.341
F 0.66 3.92 3.94 -0.366
F -1.44 2.94 2.84 -0.339
F 1.09 3.09 1.63 -0.338
C 8.00 -1.19 2.71 -0.044
C 6.58 -0.79 2.43 -0.260
C 6.26 -0.10 1.26 -0.006
C 4.96 0.31 0.99 -0.188
C 4.68 1.09 -0.27 -0.022
C 3.96 0.01 1.93 -0.060
C 4.26 -0.68 3.12 -0.187
C 3.20 -1.03 4.13 -0.017
C 5.57 -1.07 3.33 -0.008
C 2.57 0.45 1.71 -0.456
O 1.97 1.01 2.64 -0.046
O 2.07 0.22 0.54 -0.135
H 8.55 -1.38 1.78 0.078
H 8.04 -2.08 3.33 0.078
H 8.53 -0.39 3.24 0.088
H 7.04 0.14 0.55 0.118
H 5.62 1.27 -0.80 0.080
H 4.23 2.05 -0.05 0.097
H 4.00 0.56 -0.94 0.067
H 2.27 -1.36 3.66 0.059
H 2.95 -0.17 4.75 0.090
H 3.57 -1.83 4.77 0.084
H 5.81 -1.62 4.24 0.122
```

***

Entry 6:
This record from the Open Molecules 2025 dataset describes a molecular structure, C28H22Cl3N5O8ReS4Si. The level of theory is the ωB97M-V functional and the def2-TZVPD basis.

Properties
F_max, eV/A: 3.02
ΔE to the lowest compared entry with this formula, charge and spin, kJ/mol: 198.8
Charge: 0
Multiplicity: 2

Geometry as XYZ:
```
72
Properties=species:S:1:pos:R:3:lowdin_charge:R:1
Re 0.18 -0.75 0.28 1.456
C -0.41 6.16 -2.49 -0.047
C -0.39 4.66 -2.55 -0.272
C -1.53 3.92 -2.25 -0.035
C -1.54 2.53 -2.36 -0.048
C -0.38 1.88 -2.76 -0.291
C 0.78 2.60 -3.06 -0.046
C 0.76 3.98 -2.95 -0.036
S -0.36 0.14 -2.90 0.620
O -1.67 -0.32 -2.58 -0.285
O 0.26 -0.23 -4.13 -0.271
N 0.65 -0.29 -1.67 -0.227
C 1.86 -0.94 -1.82 -0.416
C 2.82 -1.01 -2.82 0.000
C 3.90 -1.83 -2.56 -0.030
C 3.99 -2.54 -1.36 -0.032
C 3.01 -2.37 -0.42 -0.163
N 1.97 -1.55 -0.65 -0.145
H -1.22 6.53 -1.84 0.075
H -0.57 6.58 -3.49 0.085
H 0.54 6.56 -2.11 0.079
H -2.44 4.43 -1.93 0.119
H -2.43 1.95 -2.14 0.116
H 1.68 2.09 -3.37 0.119
H 1.66 4.54 -3.17 0.122
H 2.71 -0.48 -3.75 0.112
H 4.68 -1.92 -3.31 0.116
H 4.83 -3.20 -1.15 0.113
H 3.03 -2.86 0.54 0.064
O 1.20 -2.22 4.14 -0.265
S 0.77 -2.60 2.83 0.499
O 1.79 -2.92 1.86 -0.403
O -0.25 -1.63 2.22 -0.468
C -0.06 -4.16 2.92 -0.215
C -0.03 -4.83 4.12 -0.032
C -0.47 -6.15 4.18 -0.045
C -0.91 -6.80 3.05 -0.052
C -0.93 -6.14 1.82 -0.040
C -0.51 -4.82 1.76 -0.210
S -0.86 -4.04 0.20 0.716
O -1.09 -5.03 -0.79 -0.218
O -2.16 -3.39 0.71 -0.244
O 0.05 -2.94 -0.24 -0.362
H 0.36 -4.32 4.99 0.120
H -0.44 -6.68 5.13 0.114
H -1.24 -7.83 3.10 0.113
H -1.27 -6.64 0.93 0.118
N -2.42 2.36 1.31 0.209
C -1.41 3.30 1.16 -0.184
C -1.44 4.68 1.34 -0.014
C -0.28 5.36 1.03 -0.084
C 0.84 4.67 0.54 -0.071
C 0.84 3.30 0.39 -0.065
C -0.30 2.59 0.73 -0.214
N -0.64 1.20 0.65 0.035
C -1.93 1.17 0.97 -0.261
C -2.67 -0.03 0.78 -0.367
C -3.94 -0.28 0.99 -0.345
S -4.35 -1.89 0.42 1.023
C -2.63 -2.21 -0.07 -0.558
N -1.87 -1.02 0.21 -0.150
H -3.37 2.53 1.58 0.172
H -2.32 5.19 1.70 0.114
H -0.24 6.43 1.14 0.108
H 1.74 5.23 0.28 0.115
H 1.71 2.80 0.00 0.006
H -4.69 0.36 1.44 0.077
H -2.60 -2.49 -1.12 0.112
Cl 4.01 -0.93 2.16 0.320
Si 2.36 0.03 1.31 -0.484
Cl 1.80 1.28 2.91 0.260
Cl 3.50 1.29 0.02 0.271
```

***

Entry 7:
This record from the Open Molecules 2025 dataset describes a molecular structure, C28H22ClNOPRuS. The level of theory is the ωB97M-V functional and the def2-TZVPD basis.

Properties
F_max, eV/A: 1.32
ΔE to the lowest compared entry with this formula, charge and spin, kJ/mol: 208.3
Charge: 0
Multiplicity: 2

Geometry as XYZ:
```
56
Properties=species:S:1:pos:R:3:lowdin_charge:R:1
Ru 0.29 0.14 1.16 0.780
O 0.71 -0.47 3.34 -0.264
N 1.89 -0.29 3.88 -0.203
C 1.98 -0.33 5.22 -0.018
C 3.18 -0.21 5.87 -0.064
C 4.34 -0.06 5.11 -0.074
C 4.23 0.01 3.74 -0.094
C 2.99 -0.08 3.10 -0.674
S 2.79 0.08 1.41 0.603
H 1.03 -0.48 5.72 0.137
H 3.21 -0.25 6.95 0.106
H 5.31 0.02 5.59 0.108
H 5.10 0.13 3.11 0.104
C 1.49 0.53 -5.76 -0.085
C 2.05 -0.50 -5.01 -0.082
C 1.66 -0.69 -3.70 -0.094
C 0.71 0.15 -3.11 -0.364
C 0.16 1.19 -3.86 -0.083
C 0.55 1.37 -5.18 -0.076
P 0.26 -0.17 -1.37 1.043
C -0.44 1.47 -0.93 -0.455
C -1.80 1.77 -0.87 -0.116
C -2.22 3.06 -0.60 -0.084
C -1.29 4.07 -0.39 -0.083
C 0.06 3.79 -0.44 -0.085
C 0.49 2.49 -0.70 -0.134
C -1.18 -1.25 -1.49 -0.332
C -1.85 -1.54 -2.65 -0.071
C -2.91 -2.47 -2.65 -0.075
C -3.25 -3.12 -1.49 -0.030
C -2.56 -2.86 -0.28 -0.169
C -2.86 -3.55 0.92 -0.043
C -2.14 -3.31 2.05 -0.073
C -1.11 -2.33 2.06 -0.122
C -0.82 -1.61 0.93 -0.230
C -1.52 -1.89 -0.27 -0.210
H 1.80 0.69 -6.78 0.103
H 2.79 -1.15 -5.46 0.104
H 2.10 -1.48 -3.11 0.105
H -0.57 1.85 -3.42 0.106
H 0.12 2.18 -5.76 0.104
H -2.53 0.98 -1.06 0.111
H -3.28 3.28 -0.53 0.110
H -1.63 5.08 -0.19 0.106
H 0.79 4.57 -0.28 0.108
H 1.55 2.27 -0.78 0.099
H -1.56 -1.06 -3.58 0.102
H -3.44 -2.69 -3.57 0.102
H -4.05 -3.85 -1.49 0.112
H -3.66 -4.28 0.92 0.109
H -2.35 -3.85 2.96 0.102
H -0.58 -2.13 2.98 0.077
Cl -2.27 0.87 2.25 0.560
C -0.67 1.65 2.30 -0.599
H -0.34 1.64 3.33 -0.003
H -0.76 2.65 1.88 -0.007
```

***

- Look up the charge of the third one.
  +4

***

- Among the records above, which one has the highest charge?
  C28H21N8Ta

***

- Among the records above, which one has the highest F_max?
  C28H21BrIrO5SeSi